1.
{"formula": "C14H29ClN3O10", "method": "wB97M-V/def2-TZVPD", "species": ["N", "H", "H", "H", "H", "N", "H", "H", "H", "H", "C", "C", "C", "O", "C", "C", "C", "O", "O", "O", "H", "H", "O", "C", "C", "O", "H", "H", "H", "H", "Cl", "O", "O", "O", "O", "C", "C", "N", "C", "C", "C", "C", "H", "H", "H", "H", "H", "H", "H", "H", "H", "H", "H", "H", "H", "H", "H"], "positions_angstrom": [[1.85685, 2.19930, 1.97551], [2.47728, 2.95600, 1.72536], [1.89936, 1.46459, 1.28378], [0.88921, 2.47913, 2.04958], [2.12208, 1.72165, 2.82498], [-0.48672, 0.47631, 0.06889], [-0.86048, 0.99515, 0.85068], [0.51229, 0.60448, 0.14405], [-0.82563, 0.75438, -0.84101], [-0.72819, -0.49191, 0.22489], [0.80240, 2.46264, -3.20572], [1.54712, 1.19757, -3.29588], [0.77639, -0.15027, -3.00982], [1.38399, -1.24085, -3.21796], [-0.58575, -0.02998, -2.40860], [-1.19068, 1.20930, -2.26745], [-0.47151, 2.45716, -2.72849], [-1.03314, 3.59800, -2.68101], [-2.18846, 1.19784, -1.44745], [2.72537, 1.19540, -3.49651], [1.29716, 3.35503, -3.55965], [-1.00278, -0.96138, -2.05509], [4.19566, -0.06514, -1.21077], [3.24819, -0.76004, -0.40293], [2.25086, -0.02883, 0.63015], [1.45094, 1.12426, 0.30803], [3.64860, -1.59602, 0.17059], [2.63548, -1.37883, -1.05851], [2.78012, 0.26723, 1.53588], [1.53815, -0.72334, 1.07488], [-1.13330, 2.77574, 1.81314], [-1.65471, 1.42757, 1.95657], [-2.22189, 3.60710, 1.41849], [-0.55745, 3.09374, 3.08313], [-0.19312, 2.82596, 0.75061], [-0.45399, -1.00129, 2.97430], [-1.47313, -1.55487, 1.96218], [-1.05896, -1.57829, 0.52406], [0.16706, -2.40912, 0.34372], [0.65020, -2.33455, -1.10202], [-2.18138, -1.97624, -0.33121], [-3.46572, -1.10923, -0.29696], [-0.03537, -0.05397, 2.63451], [0.31979, -1.72386, 3.23360], [-1.04516, -0.82858, 3.87362], [-1.77923, -2.54520, 2.29929], [-2.34483, -0.90071, 1.98019], [0.00211, -3.41977, 0.71719], [1.00084, -2.02180, 0.92929], [0.75235, -1.30003, -1.42980], [0.00360, -2.92254, -1.75339], [1.68154, -2.64388, -1.27156], [-1.90967, -1.97635, -1.38680], [-2.38699, -3.00990, -0.05308], [-4.02601, -1.26352, 0.62520], [-3.13905, -0.07430, -0.39840], [-4.18159, -1.37086, -1.07617]], "mulliken_charge": [-0.35, 0.32, 0.41, -0.02, 0.36, 0.68, 0.18, -0.15, 0.52, -0.64, -1.15, 0.41, 0.35, -0.76, -1.87, 0.19, 0.42, -0.91, -0.80, -0.65, 0.34, 1.46, -1.02, -0.48, -0.90, -0.44, 0.33, -0.18, 0.57, 0.22, 1.94, -0.64, -0.81, -0.80, -0.52, -0.97, -1.04, 2.13, -1.25, 0.14, -0.69, -1.45, 0.01, 0.32, 0.52, 0.33, 0.56, 0.30, 0.53, -1.48, 0.31, 0.92, 0.73, 0.41, 0.28, 0.32, 0.44], "e_lumo_ev": 6.775, "spin_multiplicity": 1, "de_lowest_kcal_mol": 344.9, "total_charge": -3, "gap_ev": 3.8}

***

2.
{"formula": "C9H18N4O", "method": "wB97M-V/def2-TZVPD", "species": ["N", "C", "N", "N", "C", "C", "C", "C", "C", "C", "N", "C", "O", "C", "H", "H", "H", "H", "H", "H", "H", "H", "H", "H", "H", "H", "H", "H", "H", "H", "H", "H"], "positions_angstrom": [[-2.00995, -0.11842, 1.36594], [-2.60932, 0.08116, 0.26771], [-3.53322, -0.84130, -0.28051], [-2.41284, 1.28394, -0.45008], [-1.66281, 1.08556, -1.72499], [-0.31036, 1.79995, -1.71533], [0.91303, 0.87068, -1.72358], [1.68922, 0.82398, -0.40586], [1.41638, -0.41464, 0.46067], [2.57566, -1.40490, 0.61344], [2.07040, -2.34589, 1.65407], [1.58003, -1.41788, 2.65057], [1.51033, -1.64822, 3.85509], [1.19428, -0.11702, 1.92799], [-2.29835, -1.01103, 1.75577], [-3.17677, -1.78050, -0.21697], [-3.80542, -0.61958, -1.22462], [-3.33103, 1.66129, -0.64695], [-2.28154, 1.46403, -2.52666], [-1.52933, 0.02033, -1.88190], [-0.28879, 2.45782, -0.86023], [-0.26858, 2.40912, -2.60888], [0.63198, -0.13352, -2.01668], [1.58404, 1.22986, -2.49369], [1.50622, 1.71480, 0.17747], [2.75334, 0.83878, -0.62072], [0.63018, -1.01273, 0.00889], [2.87516, -1.96944, -0.25562], [3.39543, -0.90235, 1.10821], [1.25622, -2.83215, 1.29651], [1.76673, 0.72328, 2.30056], [0.16968, 0.10498, 2.21038]], "mulliken_charge": [-0.48, 0.25, -0.59, -0.40, -0.47, -0.92, -0.86, -1.26, 0.83, -0.96, -0.51, 0.39, -0.57, -0.84, 0.19, 0.24, 0.27, 0.29, 0.40, 0.32, 0.48, 0.40, 0.48, 0.44, 0.50, 0.45, 0.14, 0.40, 0.41, 0.31, 0.37, 0.29], "e_lumo_ev": 0.445, "spin_multiplicity": 1, "de_lowest_kcal_mol": 38.5, "smiles": "[H]/N=C(\\N)NCCCC[C@H]1CNC(=O)C1", "gap_ev": 9.8}

***

3.
{"formula": "H2IOP", "method": "wB97M-V/def2-TZVPD", "species": ["O", "P", "I", "H", "H"], "positions_angstrom": [[-0.02017, -1.24569, 0.41594], [-1.36389, 0.89290, 0.54393], [-3.40822, -0.13362, 0.03674], [0.77065, -1.26571, 0.89898], [-1.03878, 0.99062, -0.87311]], "mulliken_charge": [-0.33, -0.10, 0.02, 0.33, 0.07], "e_lumo_ev": [0.308, -2.870], "spin_multiplicity": 3, "de_lowest_kcal_mol": 53.7, "gap_ev": [7.9, 6.4]}

***

4.
{"formula": "C44H36Br4N5O2Ti", "method": "wB97M-V/def2-TZVPD", "species": ["Ti", "C", "C", "N", "C", "C", "C", "C", "C", "C", "C", "N", "C", "C", "C", "C", "C", "C", "C", "C", "N", "C", "H", "H", "H", "H", "H", "H", "H", "H", "H", "H", "H", "H", "Br", "C", "C", "Br", "C", "Br", "C", "O", "C", "O", "C", "Br", "C", "C", "C", "C", "C", "C", "C", "C", "N", "C", "C", "C", "C", "N", "C", "C", "C", "C", "C", "C", "C", "C", "H", "H", "H", "H", "H", "H", "H", "H", "H", "H", "H", "H", "H", "H", "H", "H", "H", "H", "H", "H", "H", "H", "H", "H"], "positions_angstrom": [[-0.47644, 0.53963, 0.23764], [-3.62314, -2.34767, -0.10086], [-2.58594, -1.46507, -0.38196], [-1.76344, -0.99147, 0.55514], [-2.05034, -1.27937, 1.84954], [-3.00854, -2.26337, 2.21564], [-3.78954, -2.82427, 1.18214], [-3.19834, -2.54857, 3.57754], [-2.56674, -1.77047, 4.52204], [-1.72894, -0.71967, 4.17614], [-1.42144, -0.45057, 2.83134], [-0.68204, 0.55243, 2.28584], [-0.08974, 1.58143, 2.95204], [0.24406, 1.72023, 4.31014], [0.73396, 2.91843, 4.80834], [0.90706, 4.02313, 4.00304], [0.67966, 3.91803, 2.62384], [0.86316, 4.99223, 1.72584], [0.63656, 4.78183, 0.38394], [0.28766, 3.51473, -0.05736], [0.10106, 2.46863, 0.75824], [0.24386, 2.67563, 2.09114], [-4.28744, -2.66987, -0.88886], [-2.39594, -1.12127, -1.39156], [-4.55844, -3.54817, 1.41284], [-3.88444, -3.33187, 3.86694], [-2.75634, -1.95657, 5.57084], [-1.37094, -0.09207, 4.97344], [0.17176, 0.89013, 4.99104], [0.97086, 2.99443, 5.86304], [1.23036, 4.97313, 4.40534], [1.17846, 5.95703, 2.09384], [0.74236, 5.58373, -0.33386], [0.16536, 3.35763, -1.11876], [-1.58224, 3.57333, -5.82126], [-1.81654, 2.84703, -4.09136], [-3.05014, 2.90743, -3.47176], [-4.52024, 3.71413, -4.34026], [-3.19964, 2.39543, -2.18416], [-4.82464, 2.57773, -1.23176], [-2.14224, 1.78553, -1.51996], [-2.16934, 1.37273, -0.29546], [-0.88894, 1.63293, -2.20736], [0.04136, 1.03133, -1.52996], [-0.73664, 2.24023, -3.44626], [0.99186, 2.37293, -4.20346], [1.36306, -1.70847, 3.15244], [2.09836, -0.46077, 2.74224], [2.86756, 0.19703, 3.69224], [3.58016, 1.33813, 3.37634], [3.56116, 1.80633, 2.07524], [2.81736, 1.16983, 1.09114], [2.92066, 1.65183, -0.32816], [2.03406, 0.04773, 1.43004], [1.20846, -0.54527, 0.45804], [1.53616, -1.75787, -0.01926], [2.75726, -2.49587, 0.47864], [0.88256, -2.31377, -1.14086], [1.29556, -3.69427, -1.61296], [-0.03354, -1.63847, -1.79516], [-0.20674, -1.79857, -3.15906], [0.76886, -1.21107, -3.99946], [2.04316, -0.69747, -3.39646], [0.53596, -1.10267, -5.35696], [-0.60854, -1.63457, -5.92946], [-1.50294, -2.31527, -5.12866], [-1.31184, -2.41657, -3.75746], [-2.27254, -3.24937, -2.96016], [0.82166, -1.53647, 4.08194], [2.07286, -2.51957, 3.32544], [0.64966, -2.02727, 2.39304], [2.90246, -0.20197, 4.69664], [4.15576, 1.85053, 4.13314], [4.15036, 2.67243, 1.80644], [3.06636, 2.73023, -0.35326], [2.02626, 1.39603, -0.89336], [3.78006, 1.18983, -0.81756], [3.37886, -1.85067, 1.09364], [3.35686, -2.84057, -0.36236], [2.47576, -3.37277, 1.06314], [1.30466, -4.38467, -0.77086], [2.28546, -3.69827, -2.07006], [0.58386, -4.05077, -2.35446], [1.81186, -0.04877, -2.55116], [2.62726, -0.14497, -4.13066], [2.64966, -1.52347, -3.01806], [1.26046, -0.59287, -5.97866], [-0.78474, -1.53257, -6.98916], [-2.36684, -2.79867, -5.56476], [-2.34084, -4.25177, -3.38316], [-3.27094, -2.81517, -2.99266], [-1.95154, -3.33127, -1.92596]], "mulliken_charge": [-2.72, -1.18, -0.49, 0.79, -0.58, 1.03, -1.07, -1.10, -1.02, -0.96, 0.96, 1.32, 0.84, -0.63, -1.40, -0.96, 1.27, -0.93, -1.49, -0.16, 1.30, 0.17, 0.43, 0.96, 0.41, 0.43, 0.40, 0.48, 0.25, 0.35, 0.42, 0.47, 0.50, 0.49, -0.22, 0.38, 0.25, -0.22, 0.17, -0.20, -0.13, -0.15, -0.10, 0.25, 0.21, -0.14, -2.17, 1.71, -0.33, -1.05, -0.49, 0.42, -0.93, -1.02, 1.73, 1.62, -2.69, 0.33, -2.42, 1.48, -1.52, 1.01, -1.07, -0.77, -0.90, -0.79, 1.74, -2.16, 0.57, 0.52, -0.01, 0.39, 0.38, 0.45, 0.56, -0.49, 0.38, 0.42, 0.65, 0.26, 0.46, 0.40, 0.46, 0.00, 0.50, 0.28, 0.36, 0.39, 0.45, 0.52, 0.41, 0.30], "e_lumo_ev": [1.636, 1.646], "spin_multiplicity": 1, "total_charge": -1, "gap_ev": [4.0, 4.0]}

***

5.
{"formula": "C5H15N2S", "method": "wB97M-V/def2-TZVPD", "species": ["N", "C", "C", "S", "C", "N", "C", "C", "H", "H", "H", "H", "H", "H", "H", "H", "H", "H", "H", "H", "H", "H", "H"], "positions_angstrom": [[1.56738, -0.28980, -0.37028], [0.57410, 0.05780, 0.72682], [0.73248, 1.38788, 1.41776], [0.57265, 2.76788, 0.18591], [-0.89513, -0.32150, 0.20475], [-1.02239, -1.75651, 0.46602], [-1.22369, -2.73258, -0.66752], [-1.07197, -2.09861, -2.07435], [2.54988, -0.20562, -0.09821], [1.43295, 0.25994, -1.22190], [1.41760, -1.27739, -0.59675], [0.76421, -0.65867, 1.54706], [1.61408, 1.49616, 2.02511], [-0.17542, 1.49237, 2.00785], [-0.03503, 3.70858, 0.89367], [-1.00691, -0.06307, -0.84455], [-1.50295, 0.22802, 0.93544], [-1.82268, -1.82845, 1.08179], [-2.14424, -3.31766, -0.65994], [-0.41163, -3.45796, -0.47223], [-0.76164, -2.92280, -2.72830], [-2.02435, -1.65982, -2.37720], [-0.19268, -1.45777, -2.12203]], "mulliken_charge": [-0.23, -0.27, -0.82, -0.23, -0.73, -0.28, -0.46, -0.98, 0.36, 0.42, 0.28, 0.35, 0.45, 0.41, 0.18, 0.29, 0.46, 0.25, 0.33, 0.32, 0.36, 0.31, 0.22], "e_lumo_ev": -3.450, "spin_multiplicity": 1, "de_lowest_kcal_mol": 36.1, "smiles": "CCNC[C@@H]([NH3+])CS", "total_charge": 1, "gap_ev": 9.3}

***

6.
{"formula": "C5H7CuO", "method": "wB97M-V/def2-TZVPD", "species": ["C", "C", "H", "H", "H", "C", "C", "H", "H", "H", "C", "O", "H", "Cu"], "positions_angstrom": [[0.64591, -2.84132, 1.25267], [1.05053, -1.96784, 2.19692], [0.97996, -3.89102, 1.24682], [0.02909, -2.57495, 0.37382], [0.91324, -0.92158, 1.84248], [2.78794, -2.29218, 4.17177], [3.85746, -1.44902, 4.08121], [2.92546, -3.34927, 3.91381], [2.02450, -2.10703, 4.93361], [3.82347, -0.44000, 4.50177], [5.03095, -1.81684, 3.31900], [6.08082, -1.17259, 3.29380], [4.93247, -2.73954, 2.70310], [7.93076, -1.67673, 2.22658]], "mulliken_charge": [-0.58, -0.50, 0.15, 0.24, 0.04, -0.90, 0.14, 0.23, 0.28, 0.29, -1.31, 0.47, 0.11, -0.66], "e_lumo_ev": 6.323, "spin_multiplicity": 1, "de_lowest_kcal_mol": 11.2, "total_charge": -2, "gap_ev": 3.9}

***

Number 1: maximum force 9.84 eV/Å. Number 2: maximum force 2.58 eV/Å. Number 3: maximum force 2.78 eV/Å. Number 4: maximum force 2.62 eV/Å. Number 5: maximum force 2.53 eV/Å. Number 6: maximum force 0.84 eV/Å.